The following is a DFT calculation (ωB97M-V/def2-TZVPD) of a 2-piece molecular cluster, C5H17N2O overall.

Each line ends with the Mulliken charge.
Positions of all 25 atoms, in Å:
1 C -1.005 2.104 0.122  -0.58
2 C -1.871 0.886 -0.057  -0.76
3 C -1.267 -0.331 -0.710  -0.39
4 C 0.134 -0.767 -0.221  -0.92
5 N 0.079 -1.218 1.180  -0.42
6 C 0.003 -2.670 1.313  -0.96
7 N -0.006 1.747 1.299  -0.26
8 H -1.505 2.945 0.592  0.38
9 H -0.414 2.380 -0.741  0.35
10 H -2.399 0.781 0.891  0.39
11 H -2.640 1.230 -0.716  0.39
12 H -1.136 -0.169 -1.781  0.39
13 H -1.940 -1.174 -0.595  0.25
14 H 0.849 0.064 -0.270  0.41
15 H 0.474 -1.415 -1.032  0.37
16 H 0.981 -0.943 1.561  0.28
17 H -0.114 -2.916 2.361  0.35
18 H 0.835 -3.224 0.892  0.32
19 H -0.866 -3.090 0.808  0.32
20 H -0.174 2.292 2.108  0.38
21 H 0.961 1.968 1.060  0.33
22 H -0.159 0.754 1.543  0.38
23 H 3.142 -0.110 -3.569  0.32
24 H 4.482 0.306 -3.006  0.33
25 O 3.555 0.567 -3.030  -0.64

Summary:
Total energy in Ha: -385.1891
Strongest force on any atom in eV/Å: 2.0
LUMO in Eh: -0.1177
Charge: +1
Orbital gap in eV: 10.12



The following is a DFT calculation (ωB97M-V/def2-TZVPD) of a 3-piece molecular cluster, C11H20FN4O5 overall.

Each line ends with the Mulliken charge.
Positions of all 41 atoms, in Å:
1 C 0.595 -2.591 3.180  -0.79
2 C -0.374 -3.677 2.404  -0.36
3 C -1.369 -2.980 1.285  -0.82
4 C -0.512 -2.186 0.117  0.25
5 C -0.170 -0.545 0.174  -0.16
6 C 0.726 -0.132 -1.117  0.02
7 C 1.207 1.471 -1.191  -0.02
8 C 0.688 2.387 0.048  -0.53
9 N 1.221 -0.902 -2.278  -0.62
10 N 0.937 -2.226 -2.316  0.73
11 F 1.425 -2.970 -3.370  -0.14
12 C 0.157 -2.854 -1.215  0.25
13 O -0.053 -4.336 -1.348  -0.48
14 H 0.953 -1.734 2.454  0.17
15 H 1.554 -3.182 3.553  0.30
16 H 0.082 -2.136 4.152  0.28
17 H 0.299 -4.538 1.978  0.28
18 H -1.084 -4.180 3.221  0.32
19 H -2.002 -3.812 0.749  0.30
20 H -2.006 -2.173 1.843  0.26
21 H -0.555 0.129 1.046  0.40
22 H 2.397 1.431 -1.124  0.25
23 H 0.987 1.939 -2.267  0.33
24 H 1.053 1.871 1.055  0.27
25 H 1.270 3.424 -0.005  -0.10
26 H -0.484 2.531 0.092  0.31
27 H 0.381 -4.693 -0.497  0.35
28 C 3.579 6.497 -0.884  -0.70
29 N 2.622 5.442 -0.455  0.77
30 O 1.688 5.788 0.276  -0.48
31 O 2.837 4.295 -0.865  -0.53
32 H 3.270 7.451 -0.452  0.31
33 H 4.569 6.212 -0.522  0.29
34 H 3.553 6.542 -1.975  0.29
35 C -4.122 -1.232 -1.300  -0.66
36 N -4.313 -0.239 -0.208  0.86
37 O -4.252 -0.657 0.954  -0.51
38 O -4.519 0.932 -0.549  -0.50
39 H -3.951 -2.215 -0.857  0.25
40 H -5.030 -1.235 -1.905  0.31
41 H -3.255 -0.916 -1.884  0.25

Summary:
Total energy in Ha: -1125.3878
Strongest force on any atom in eV/Å: 6.8
LUMO in Eh: -0.2003
Charge: +1
Orbital gap in eV: 8.13



The following is a DFT calculation (ωB97M-V/def2-TZVPD) of the molecule C20H18N2O6.

Each line ends with the Mulliken charge.
Positions of all 46 atoms, in Å:
1 C -0.481 6.040 -2.021  -1.49
2 C -0.571 5.263 -0.743  0.85
3 C -0.679 5.919 0.477  -0.60
4 C -0.776 5.217 1.665  -0.52
5 C -0.778 3.834 1.650  -0.75
6 C -0.667 3.159 0.448  -0.39
7 C -0.559 3.867 -0.741  0.62
8 O -0.484 3.168 -1.946  -0.64
9 C 0.819 3.061 -2.484  -0.55
10 C 1.544 1.784 -2.042  0.52
11 O 2.748 1.686 -2.066  -0.64
12 N 0.663 0.818 -1.669  -0.14
13 C 0.898 -0.466 -1.199  1.03
14 C 2.187 -0.990 -1.079  -0.31
15 C 2.392 -2.278 -0.606  -1.02
16 C 1.291 -3.034 -0.253  -0.20
17 C 0.000 -2.509 -0.371  -0.21
18 C -0.218 -1.235 -0.839  -0.11
19 H -1.221 -0.843 -0.928  0.54
20 C -0.963 -3.544 0.080  0.36
21 O -2.165 -3.498 0.144  -0.65
22 N -0.186 -4.640 0.419  0.16
23 C 1.181 -4.409 0.274  0.22
24 O 2.039 -5.212 0.538  -0.64
25 C -0.721 -5.850 0.990  -0.96
26 C -0.575 -5.863 2.520  -0.49
27 C -1.412 -4.769 3.138  0.51
28 O -2.458 -4.929 3.701  -0.57
29 O -0.853 -3.560 2.980  -0.40
30 H -1.433 -2.874 3.346  0.31
31 H 0.474 -5.706 2.775  0.36
32 H -0.915 -6.823 2.906  0.35
33 H -0.170 -6.697 0.573  0.39
34 H -1.775 -5.912 0.707  0.45
35 H 3.389 -2.681 -0.516  0.50
36 H 3.026 -0.375 -1.362  0.59
37 H -0.311 1.109 -1.718  0.22
38 H 0.714 3.022 -3.575  0.29
39 H 1.445 3.921 -2.228  0.36
40 H -0.667 2.080 0.431  0.37
41 H -0.861 3.278 2.571  0.39
42 H -0.859 5.750 2.600  0.39
43 H -0.690 6.999 0.488  0.41
44 H -0.848 5.446 -2.856  0.34
45 H 0.552 6.323 -2.226  0.29
46 H -1.069 6.952 -1.951  0.50

Summary:
Total energy in Ha: -1333.9799
Strongest force on any atom in eV/Å: 0.8
LUMO in Eh: -0.0149
Orbital gap in eV: 8.74



The following is a DFT calculation (ωB97M-V/def2-TZVPD) of C11H21F9O2P2V as an isolated structure.

Each line ends with the Mulliken charge.
Positions of all 46 atoms, in Å:
1 V 0.941 -0.353 -1.185  -0.94
2 H 1.845 -0.199 -2.589  0.30
3 H 1.622 -1.028 -2.564  0.08
4 P 0.709 1.832 -1.667  1.06
5 P -0.584 -1.952 -1.595  1.00
6 C -0.640 -2.865 -0.003  -1.19
7 H -1.095 -3.851 -0.161  0.57
8 H 0.366 -3.010 0.413  0.42
9 H -1.236 -2.324 0.743  0.12
10 C -2.374 -1.657 -1.858  -1.24
11 H -2.532 -1.064 -2.768  0.43
12 H -2.927 -2.603 -1.951  0.42
13 H -2.771 -1.089 -1.004  0.36
14 C -0.165 -3.257 -2.800  -1.20
15 H 0.861 -3.611 -2.627  0.44
16 H -0.857 -4.105 -2.725  0.44
17 H -0.201 -2.849 -3.818  0.43
18 C -0.864 2.770 -1.731  -1.24
19 H -0.691 3.849 -1.842  0.43
20 H -1.482 2.428 -2.570  0.43
21 H -1.420 2.594 -0.799  0.37
22 C 1.476 2.617 -0.191  -1.21
23 H 2.400 2.091 0.087  0.43
24 H 1.710 3.667 -0.400  0.55
25 H 0.802 2.585 0.674  0.18
26 C 1.685 2.571 -3.032  -1.24
27 H 1.267 2.271 -4.002  0.43
28 H 1.696 3.668 -2.975  0.44
29 H 2.722 2.206 -2.994  0.46
30 C 1.410 -0.287 0.921  -0.26
31 O 2.452 -0.369 1.512  -0.38
32 H -0.482 0.243 -1.059  0.26
33 F -1.663 1.773 2.416  -0.23
34 C -1.605 0.510 2.926  0.42
35 F -2.234 0.491 4.124  -0.21
36 F -2.316 -0.278 2.071  -0.20
37 C -0.116 0.039 2.969  0.53
38 O 0.103 -0.032 1.548  0.85
39 C 0.784 1.075 3.698  0.43
40 F 0.235 1.494 4.869  -0.21
41 F 2.016 0.584 3.979  -0.22
42 F 0.950 2.170 2.898  -0.22
43 C 0.021 -1.351 3.625  0.56
44 F -0.038 -1.301 4.983  -0.23
45 F -0.977 -2.168 3.186  -0.23
46 F 1.197 -1.923 3.268  -0.22

Summary:
Multiplicity: 2
Total energy in Ha: -3106.9794
Strongest force on any atom in eV/Å: 4.5
LUMO (alpha / beta) in Eh: -0.3752 / -0.3587
Charge: +2
Orbital gap (alpha / beta) in eV: 7.21 / 7.81



- What is the formula in the first record?
  C5H17N2O